[1]
{"formula": "C3H8N2O", "method": "wB97M-V/def2-TZVPD", "elements": ["C", "N", "C", "O", "N", "C", "H", "H", "H", "H", "H", "H", "H", "H"], "coordinates": [[-0.379, -1.952, 1.203], [-0.766, -1.391, -0.060], [-0.349, -0.265, -0.487], [-0.777, 0.078, -1.725], [0.487, 0.656, 0.082], [0.789, 1.965, -0.475], [-0.903, -2.905, 1.316], [0.698, -2.166, 1.262], [-0.659, -1.332, 2.068], [-1.286, -0.725, -1.942], [0.695, 0.515, 1.058], [1.844, 2.209, -0.301], [0.170, 2.767, -0.047], [0.618, 1.943, -1.551]], "atomic_forces_ev_per_a": [[0.063, -0.063, 0.218], [0.076, 0.244, -0.130], [-0.014, -0.202, 0.210], [-0.024, -0.040, -0.048], [-0.127, -0.228, 0.136], [0.010, 0.101, -0.122], [0.127, 0.126, 0.077], [-0.064, 0.088, 0.021], [0.072, 0.025, -0.072], [0.022, 0.339, -0.256], [-0.046, -0.081, -0.143], [-0.216, -0.076, -0.011], [0.078, -0.219, -0.046], [0.040, -0.015, 0.165]], "mol_weight_g_mol": 88.11, "e_above_lowest_kcal_mol": 25.3, "smiles": "C/N=C(/O)NC", "total_charge": 0, "lumo_energy_ev": 0.899, "homo_ev": -8.656}

[2]
{"formula": "C3H8N2O", "method": "wB97M-V/def2-TZVPD", "elements": ["C", "C", "N", "H", "H", "H", "H", "H", "N", "C", "O", "H", "H", "H"], "coordinates": [[-1.039, 1.696, 1.484], [-1.506, 1.602, 0.235], [-1.191, 0.555, -0.656], [-0.016, 1.379, 1.659], [-1.534, 2.313, 2.220], [-2.194, 2.286, -0.263], [-1.114, 0.907, -1.599], [-0.359, 0.056, -0.359], [0.990, -2.215, -0.791], [1.979, -1.618, -0.059], [1.807, -0.868, 0.869], [1.116, -2.348, -1.779], [0.070, -1.875, -0.531], [2.990, -1.870, -0.430]], "atomic_forces_ev_per_a": [[0.259, 0.736, -0.639], [-0.310, -0.476, -0.340], [0.625, 0.682, 0.239], [-0.399, -0.868, 0.502], [0.240, 0.366, -0.159], [-0.532, -0.195, 0.759], [0.151, -0.257, -0.193], [0.034, 0.140, -0.096], [-0.576, 0.469, 0.476], [0.598, 0.183, -0.686], [-0.256, -0.205, 0.178], [0.264, -0.240, 0.001], [-0.055, -0.298, -0.141], [-0.043, -0.038, 0.099]], "mol_weight_g_mol": 88.11, "e_above_lowest_kcal_mol": 41.3, "smiles": "C=CN.NC=O", "total_charge": 0, "lumo_energy_ev": 0.793, "homo_ev": -8.233}

[3]
{"formula": "C3H8N2O", "method": "wB97M-V/def2-TZVPD", "elements": ["N", "C", "C", "O", "C", "N", "H", "H", "H", "H", "H", "H", "H", "H"], "coordinates": [[2.000, 0.109, -0.230], [0.678, -0.008, -0.654], [-0.135, 1.046, 0.307], [-1.146, 1.856, -0.211], [-0.372, -0.413, 0.520], [-1.486, -1.061, -0.258], [1.989, 0.706, 0.682], [2.194, -0.748, 0.143], [0.443, 0.151, -1.660], [0.557, 1.345, 1.239], [-1.548, 1.306, -0.885], [0.099, -1.061, 1.272], [-2.122, -1.409, 0.464], [-1.150, -1.820, -0.728]], "atomic_forces_ev_per_a": [[1.408, 2.682, 1.578], [-2.331, 3.435, 5.016], [1.052, -1.618, 0.669], [0.921, 0.035, 1.001], [0.345, -2.038, -4.468], [-1.220, 3.116, 3.680], [0.624, -1.127, -2.397], [1.638, -2.975, 0.932], [-0.645, -0.395, -1.354], [-1.970, 0.675, -2.448], [-0.500, -0.218, -0.212], [-0.254, 0.720, 0.115], [-0.278, 0.075, -0.639], [1.212, -2.365, -1.473]], "mol_weight_g_mol": 88.11, "e_above_lowest_kcal_mol": 97.8, "smiles": "N[C@@H]1C(O)[C@H]1N", "total_charge": 0, "lumo_energy_ev": 0.887, "homo_ev": -8.848}

[4]
{"formula": "C3H8N2O", "method": "wB97M-V/def2-TZVPD", "elements": ["C", "C", "N", "C", "N", "O", "H", "H", "H", "H", "H", "H", "H", "H"], "coordinates": [[2.182, -0.618, -0.365], [1.038, 0.296, -0.770], [-0.249, -0.372, -0.500], [-0.985, 0.378, 0.183], [-2.340, 0.044, 0.265], [-2.839, -0.052, 1.560], [1.812, -1.046, 0.684], [3.240, -0.103, -0.024], [2.388, -1.379, -1.168], [1.174, 0.494, -1.798], [1.100, 1.275, -0.115], [-0.801, 1.296, 0.786], [-2.270, -0.907, -0.188], [-3.451, 0.693, 1.452]], "atomic_forces_ev_per_a": [[1.739, -0.359, 2.999], [0.947, 0.933, 2.558], [1.364, 1.401, -0.806], [-1.676, 0.584, 1.586], [1.382, -2.374, -2.412], [-0.676, 1.094, 0.227], [1.017, 0.116, -2.389], [-2.724, -0.893, -1.342], [-0.214, 0.440, 1.221], [-0.399, 0.677, -1.218], [0.002, -1.568, -1.558], [0.670, -0.433, -0.701], [-1.157, 0.868, 0.735], [-0.277, -0.486, 1.100]], "mol_weight_g_mol": 88.11, "e_above_lowest_kcal_mol": 93.8, "smiles": "CC/N=C/NO", "total_charge": 0, "lumo_energy_ev": 1.024, "homo_ev": -9.622}

[5]
{"formula": "C3H8N2O", "method": "wB97M-V/def2-TZVPD", "elements": ["C", "C", "C", "N", "N", "O", "H", "H", "H", "H", "H", "H", "H", "H"], "coordinates": [[-0.666, 0.850, -0.927], [0.405, 0.003, -0.333], [1.571, 0.469, 0.542], [-1.260, 0.644, 0.367], [0.268, -1.359, -0.423], [-2.032, -0.515, 0.344], [-0.439, 1.802, -1.222], [-1.313, 0.467, -1.656], [2.091, -0.501, 0.750], [1.224, 0.977, 1.409], [2.287, 1.154, 0.001], [-0.696, -1.632, -0.447], [0.749, -1.817, 0.269], [-2.188, -0.542, 1.324]], "atomic_forces_ev_per_a": [[-0.037, -3.193, 2.934], [6.336, -0.362, -2.939], [-0.023, -0.849, -2.670], [-4.836, 3.052, 1.916], [-1.129, 0.589, -1.944], [-0.664, 1.110, 1.548], [0.801, 2.680, 0.180], [-0.499, -1.296, -1.421], [0.002, 1.198, 0.353], [-0.217, 0.356, 1.203], [-0.623, -0.657, 0.529], [-0.155, -0.590, -0.087], [1.309, -1.534, 1.710], [-0.267, -0.503, -1.313]], "mol_weight_g_mol": 88.11, "s_squared": 2.0081, "e_above_lowest_kcal_mol": 26.8, "total_charge": 0, "lumo_energy_ev": [0.937, -0.208], "spin_multiplicity": 3, "homo_ev": [-4.433, -10.103]}

[6]
{"formula": "C3H8N2O2", "method": "wB97M-V/def2-TZVPD", "elements": ["C", "C", "N", "C", "O", "O", "N", "H", "H", "H", "H", "H", "H", "H", "H"], "coordinates": [[1.834, 0.073, 0.910], [0.199, -0.739, -1.375], [0.393, 0.119, 0.944], [-0.299, -0.033, -0.141], [-1.562, 1.287, 1.549], [-2.444, 0.028, -0.954], [-1.475, 0.633, -0.179], [-0.993, 0.823, 2.184], [-3.301, 0.378, -0.665], [2.269, 0.692, 0.118], [2.181, -0.959, 0.775], [2.202, 0.427, 1.874], [-0.595, -0.826, -2.111], [1.023, -0.171, -1.811], [0.568, -1.732, -1.117]], "atomic_forces_ev_per_a": [[-0.018, -0.819, -0.018], [-0.289, 0.248, -0.130], [-0.099, 0.116, -1.141], [2.285, -0.549, 1.200], [-2.356, 0.067, -1.371], [-0.539, -0.962, 1.203], [0.150, 2.053, 1.347], [0.298, -0.585, -0.846], [0.288, 0.418, -0.120], [-0.079, -0.023, -0.003], [0.234, 0.054, -0.016], [0.064, -0.030, -0.101], [0.085, -0.059, -0.067], [0.000, -0.006, 0.009], [-0.024, 0.077, 0.053]], "mol_weight_g_mol": 104.11, "e_above_lowest_kcal_mol": 163.6, "total_charge": 0, "lumo_energy_ev": [-0.465, -0.748], "homo_ev": [-8.953, -8.934]}

[7]
{"formula": "C3H8N2O2", "method": "wB97M-V/def2-TZVPD", "elements": ["H", "N", "C", "N", "O", "H", "H", "H", "C", "C", "O", "H", "H", "H", "H"], "coordinates": [[1.071, -0.831, -1.602], [0.451, -0.457, -0.890], [-0.123, -1.385, -0.220], [0.018, -2.739, -0.434], [-0.918, -1.160, 0.825], [-0.740, -3.293, -0.063], [0.301, -2.987, -1.369], [-1.088, -0.191, 0.967], [0.796, 1.738, 0.437], [-0.655, 1.878, 0.257], [-1.508, 1.353, 0.953], [1.383, 1.882, -0.471], [1.130, 0.872, 1.007], [0.824, 2.651, 1.057], [-0.942, 2.669, -0.455]], "atomic_forces_ev_per_a": [[-0.187, -0.109, -0.033], [-0.268, -0.395, -0.051], [0.132, -0.099, -0.229], [-0.050, -0.133, -0.063], [0.045, -0.122, -0.086], [0.101, -0.035, -0.004], [-0.049, -0.060, 0.125], [0.070, -0.284, -0.016], [0.090, 0.739, 0.580], [-0.402, -0.149, -0.011], [0.158, 0.211, -0.478], [-0.248, 0.051, 0.237], [-0.191, 0.285, -0.055], [0.979, 0.149, 0.194], [-0.180, -0.050, -0.109]], "mol_weight_g_mol": 104.11, "e_above_lowest_kcal_mol": 30.8, "smiles": "[H]/N=C(\\N)O.CC=O", "total_charge": 0, "lumo_energy_ev": 0.953, "homo_ev": -9.297}

[8]
{"formula": "C3H8N2O2", "method": "wB97M-V/def2-TZVPD", "elements": ["C", "C", "C", "N", "N", "O", "O", "H", "H", "H", "H", "H", "H", "H", "H"], "coordinates": [[0.656, -1.686, -1.293], [-1.493, 0.653, 1.029], [0.355, 0.310, -0.682], [1.526, 0.975, -0.304], [-0.388, -0.172, 0.600], [-0.183, -2.316, -0.688], [1.611, -1.781, -1.980], [-2.376, 0.410, 0.476], [-1.704, 0.337, 2.057], [-1.243, 1.656, 1.109], [-0.496, 0.922, -1.072], [1.692, 1.912, -0.163], [2.362, 0.437, -0.552], [-0.673, -1.138, 0.250], [0.355, -0.521, 1.215]], "atomic_forces_ev_per_a": [[0.148, 2.026, 0.403], [-0.085, -2.284, 2.565], [-1.359, -0.892, 0.717], [1.039, -3.428, -0.775], [0.762, -1.708, -1.566], [-0.599, -0.409, 0.144], [0.673, -0.063, -0.652], [-0.327, 0.260, -0.702], [-0.317, 0.136, 0.007], [0.427, 1.934, -0.428], [1.149, -0.184, -0.611], [-0.176, 2.285, 0.038], [-0.452, 0.631, 0.088], [-0.520, 0.496, 0.065], [-0.365, 1.200, 0.707]], "mol_weight_g_mol": 104.11, "e_above_lowest_kcal_mol": 68.3, "total_charge": 0, "lumo_energy_ev": 0.606, "homo_ev": -8.293}